{
  "formula": "C2H5N3O2",
  "method": "wB97M-V/def2-TZVPD",
  "de_lowest_kj_mol": 847.49,
  "charge": 0,
  "homo_lumo_gap_ev": 9.66,
  "lumo_energy_ev": 0.9251,
  "symbols": ["C", "C", "N", "N", "N", "O", "O", "H", "H", "H", "H", "H"],
  "coordinates": [[0.113, -1.320, 0.166], [0.834, -0.230, 0.000], [-0.220, 1.399, -0.039], [-1.776, -0.135, -0.439], [2.113, 0.099, 0.137], [-1.250, -1.337, 0.050], [-1.487, 0.905, 0.379], [0.419, -2.292, 0.504], [-0.403, 1.570, -1.003], [-2.837, -0.131, -0.325], [2.268, 0.565, 1.057], [2.227, 0.907, -0.487]],
  "forces_ev_per_a": [[-0.87, 0.57, -0.01], [-4.08, 2.58, -0.14], [1.68, -3.40, 1.50], [-2.45, 0.11, -1.80], [2.22, 2.01, 0.73], [-0.65, -0.37, 0.73], [1.01, 1.11, 1.23], [0.62, -0.16, -0.18], [0.14, 0.08, -1.32], [1.78, -1.15, -0.07], [-0.08, -0.79, -0.55], [0.67, -0.58, -0.12]],
  "nbo_charge": [0.04, 0.23, -0.37, -0.10, -0.81, -0.36, -0.28, 0.22, 0.32, 0.36, 0.38, 0.38]
}